(1)
31
Properties=species:S:1:pos:R:3:mulliken_charge:R:1 method="wB97M-V/def2-TZVPD" de_lowest_ev=4.108 orbital_gap_ha=0.31696 smiles="CC(C)/C=C1/C=CN2[C@H](C(C)C)N12" charge=0
H -3.654 2.487 -0.720 0.353
H -1.962 1.162 -1.588 0.268
H 2.535 -1.693 -1.888 0.328
C 1.696 -0.523 -0.189 2.008
H 2.798 -0.174 1.802 0.293
H -1.054 3.099 -0.298 0.456
H -3.503 1.718 0.949 0.404
C -3.270 1.602 -0.090 -1.706
H 2.996 0.046 -1.940 0.368
H 1.264 -0.575 -2.475 0.289
H 0.017 1.959 -0.801 0.539
C 2.122 -0.669 -1.689 -1.346
H 1.026 0.425 -0.099 -0.931
H -0.187 1.815 0.784 0.393
H -3.954 0.884 -0.373 0.497
H -1.143 -3.932 1.158 0.321
H -1.197 -0.389 1.049 0.582
H 3.340 -1.447 0.733 0.321
C -1.592 -0.267 0.022 0.032
N -2.376 -1.332 -0.540 -0.491
C -1.402 -2.958 0.603 -0.369
C 0.965 -1.760 0.351 -0.739
C -0.323 -2.114 0.032 0.346
H -3.536 -2.649 0.513 0.542
H 3.590 0.254 0.151 0.444
C -2.554 -2.442 0.288 -0.698
C -1.877 1.131 -0.508 0.647
C -0.722 2.100 -0.131 -1.891
C 2.933 -0.424 0.668 -1.482
N -0.972 -1.264 -0.845 -0.226
H 1.458 -2.417 1.026 0.450

---

(2)
171
Properties=species:S:1:pos:R:3:mulliken_charge:R:1 method="wB97M-V/def2-TZVPD" orbital_gap_ha=0.05239 charge=+7
H -3.247 2.462 3.551 0.598
C 6.407 -7.363 -1.884 -0.223
H 0.962 0.356 7.358 0.493
O -1.985 -6.387 -2.890 -0.407
H -2.946 -3.340 -3.711 0.181
C 3.690 4.148 -3.577 -0.601
H -4.381 0.785 5.001 0.466
H 5.375 -1.692 4.728 0.632
H -8.908 8.122 2.035 0.381
H 5.655 0.091 -0.456 0.316
C 6.027 -0.550 0.337 -1.045
H 2.560 9.251 1.019 0.327
C 5.041 -7.216 -1.666 -0.571
C 3.838 3.034 -4.386 -0.502
H 2.518 6.406 1.308 0.506
H 3.633 -1.601 -1.485 0.174
H -0.457 -6.808 -1.627 -0.420
N -8.370 7.229 0.217 0.023
C 1.127 -6.759 1.182 -0.607
F -0.376 -1.576 -4.931 -0.229
H 5.822 -1.575 0.028 0.374
C -4.912 0.181 4.280 -0.725
H 9.266 -7.500 -0.280 0.314
C 2.959 1.079 -5.495 -0.703
C 0.387 -7.256 -3.490 0.668
H -2.496 2.354 -4.314 0.174
H -0.942 -5.379 2.014 0.429
H 3.280 -0.047 -2.229 0.215
H 3.055 -4.836 -1.538 0.745
H 8.950 -7.931 -2.056 0.306
C -2.681 1.925 2.802 -0.858
C -1.679 -5.026 -3.229 0.551
C -3.080 -4.377 -3.395 -1.264
H 7.104 -0.460 0.472 0.395
C 2.695 5.357 -0.634 -0.746
C -3.047 0.603 2.559 1.142
H -3.688 -4.451 -2.494 0.323
H -6.978 -1.835 1.746 0.527
C -8.111 -1.797 3.994 -0.874
N 5.404 -0.349 1.645 0.225
H 7.591 -6.717 1.120 0.418
H -10.305 7.871 0.927 0.362
C 6.876 -6.984 0.356 -0.280
C 1.488 3.355 -3.009 -0.132
C 1.627 2.333 -3.937 -0.987
C 2.010 0.401 7.105 -0.303
H 2.079 0.963 -6.127 0.337
H 0.531 1.836 -0.029 0.178
F 1.409 -8.007 -3.069 -0.285
C 4.082 0.980 3.099 -0.410
H 0.658 -4.223 -0.898 0.133
N -0.650 1.568 1.589 0.439
C -9.256 8.148 1.004 -0.809
N 0.563 -5.771 0.474 0.309
H 1.664 0.298 4.994 0.634
C 2.427 -7.140 0.846 -0.744
H -1.161 -4.433 -2.465 -0.268
H 3.171 0.081 10.158 0.319
C 2.338 0.177 9.464 -0.893
H -7.930 8.724 -1.122 0.420
H -5.328 3.694 -5.390 0.445
N 2.914 0.380 8.087 -0.010
C -3.534 2.100 -4.500 -0.797
C 1.769 7.787 -1.580 -0.345
H -5.065 3.755 -0.545 0.505
H 3.459 1.845 3.273 0.622
H -3.639 -4.871 -4.188 0.398
O 0.745 -0.538 -2.806 -0.073
H -0.435 -0.370 0.724 0.440
H -3.684 2.099 -1.952 0.898
C -7.720 7.689 -0.891 -0.079
F 0.928 -6.008 -3.656 -0.238
C 1.867 6.721 -2.435 -0.435
H -6.760 5.294 -4.137 0.595
O -1.434 -8.436 -2.217 -0.757
N -4.465 2.921 -3.684 0.057
H -1.019 3.344 2.544 0.554
F -2.394 -0.942 -4.498 -0.256
C 4.235 0.325 7.887 -0.236
H -4.815 -0.823 1.048 0.583
C -4.366 0.037 2.992 0.640
C 2.468 4.353 -2.920 0.753
C -5.320 3.749 -4.311 0.009
H 5.712 0.369 6.267 0.601
F 0.081 -7.699 -4.717 -0.279
N 7.297 -7.186 -0.913 0.035
H -1.525 -5.599 0.445 0.365
H -3.860 1.089 -4.267 0.424
C -6.141 4.564 -2.208 0.880
C 4.330 0.105 4.155 0.501
C 4.667 0.758 1.831 -0.312
C -1.006 0.333 1.318 -0.829
H 1.688 -0.693 9.465 0.391
H -8.027 -2.878 3.909 0.395
C 3.757 0.292 5.480 0.157
C 1.495 -1.229 -1.815 1.486
C 2.452 6.418 0.230 -0.409
H 4.924 0.293 8.718 0.432
C 5.057 -1.059 3.913 -0.628
N 2.806 2.204 -4.596 0.236
H -6.552 -0.347 5.576 0.406
H -2.478 -1.235 1.611 0.721
H -8.919 -1.300 3.462 0.379
O -1.045 0.656 -2.074 -0.652
H 4.494 1.519 1.087 0.520
H 3.215 -1.636 -3.125 0.366
C -5.121 -0.717 2.080 -0.763
H 4.573 4.771 -3.544 0.571
C -8.340 5.908 0.522 -0.466
H -1.053 -1.385 -2.331 0.259
H 1.812 1.072 9.792 0.366
H 2.825 -7.978 1.402 0.660
Cl 1.730 -2.159 1.691 -0.788
H -6.355 7.203 -2.504 0.547
H -7.628 3.984 0.030 0.499
C -2.207 -0.206 1.790 -0.718
N 2.058 7.645 -0.267 0.060
H -1.196 -4.922 -4.201 0.316
H 3.852 1.130 -6.112 0.379
H 1.611 6.804 -3.483 0.576
H 3.069 4.390 -0.331 0.826
C 2.300 5.489 -1.984 0.344
C -5.216 3.671 -1.612 -0.919
C -1.102 -0.645 -4.302 0.604
H 5.235 -6.678 1.646 0.505
C -7.543 5.035 -0.207 -0.536
C 5.633 -1.219 2.665 -0.388
C -6.152 4.580 -3.596 -0.682
C -1.463 2.384 2.332 -0.413
H 1.461 1.519 1.491 0.322
H 6.794 -7.631 -2.857 0.412
C 8.730 -7.297 -1.204 -0.824
H 6.191 -2.113 2.427 0.500
H 4.738 2.897 -4.969 0.447
H 1.005 9.450 0.159 0.362
C 2.983 -1.097 -2.205 -1.321
H -3.806 2.252 -5.543 0.282
H 0.646 3.226 -2.339 0.558
H 1.352 -0.753 -0.842 -0.346
C 2.533 -5.373 -0.759 -0.326
H 1.427 8.748 -1.939 0.457
H 0.730 3.124 1.074 0.400
C -4.388 2.831 -2.338 -0.860
H -8.254 -1.612 5.058 0.291
C 5.530 -6.896 0.628 -0.779
C -6.100 -0.459 4.601 -0.157
C 0.618 2.042 1.043 -0.936
H -9.090 9.162 0.647 0.277
C 1.665 8.746 0.660 -0.891
H 0.814 1.684 -4.230 0.352
H 1.103 8.266 1.458 0.371
H 1.205 -2.275 -1.706 -0.545
F -0.907 0.505 -4.993 -0.316
C -0.855 -7.293 -2.542 0.778
H 2.963 0.177 -4.880 0.215
H -0.639 -4.089 0.943 0.262
C -6.876 5.504 -1.321 0.623
C 1.196 -5.051 -0.469 -0.201
C 2.401 0.318 5.786 -0.680
C 4.559 -6.878 -0.391 -0.157
H 0.443 -7.165 1.912 0.638
C -6.365 -1.241 2.409 -0.521
C -6.862 6.887 -1.603 -0.781
H 9.023 -6.259 -1.383 0.398
N -6.812 -1.139 3.674 -0.035
C 4.674 0.357 6.566 -0.641
C -0.675 -0.462 -2.798 -0.214
H 4.401 -7.287 -2.535 0.565
C 3.123 -6.480 -0.160 1.139
C -0.670 -5.175 0.978 -1.014
H -8.836 5.597 1.430 0.445

---

(3)
19
Properties=species:S:1:pos:R:3:mulliken_charge:R:1 method="wB97M-V/def2-TZVPD" s_squared=3.76 spin_multiplicity=4 de_lowest_ev=0.256 orbital_gap_ha="0.32731 / 0.34259" charge=0
H -0.755 -0.040 3.403 0.366
H -2.989 0.638 4.221 0.284
C -3.178 2.426 3.024 -0.074
O -2.867 2.915 1.727 -0.543
H -5.121 1.825 2.400 0.335
O 0.751 -0.339 0.253 -0.034
H -0.630 1.796 2.938 0.276
C -4.699 2.486 3.168 -0.533
H -3.101 0.333 2.403 0.283
H -1.994 3.358 1.754 0.356
H -5.043 4.260 1.996 0.271
C -2.658 0.967 3.205 -0.054
C -5.269 3.880 2.993 -1.211
H -2.759 3.009 3.864 0.323
H -4.962 2.084 4.157 0.335
H -4.864 4.574 3.733 0.309
O -0.486 -0.311 0.386 0.032
C -1.216 0.914 3.182 -1.098
H -6.351 3.811 3.108 0.378

---

(4)
9
Properties=species:S:1:pos:R:3:mulliken_charge:R:1 method="wB97M-V/def2-TZVPD" de_lowest_ev=6.871 orbital_gap_ha="0.26467 / 0.31250" charge=0
C 2.109 0.571 0.011 -0.008
H 0.132 -1.524 -0.945 0.251
H -1.844 -0.366 -0.040 0.212
H -0.014 -1.723 0.819 0.296
C -0.824 0.285 0.039 0.029
C -0.587 1.530 -0.083 -0.665
C 0.201 -0.914 0.003 -0.287
O 1.558 -0.481 -0.050 -0.086
H -0.730 2.621 0.246 0.257